Entry 1:
Formula: CHN4S2
Source: OMol25
Level of theory: wB97M-V/def2-TZVPD

XYZ file:
```
8
Properties=species:S:1:pos:R:3:forces:R:3
S 2.001 2.095 0.002 0.5643 1.4915 -0.0034
N 1.728 0.500 -0.015 -4.9111 -4.2035 0.0013
C 0.210 -0.338 -0.005 4.8021 2.6115 -0.0062
N 0.572 -1.547 0.007 -0.8301 -0.2924 -0.0607
N 1.865 -1.730 -0.005 0.5944 -0.9546 0.0082
N 2.511 -0.553 -0.016 -1.3843 0.8459 0.0793
S 4.149 -0.515 0.007 1.5990 0.2291 -0.0231
H -0.691 0.218 0.002 -0.4344 0.2725 0.0047
```
Forces are in eV/Å.

Its charge is -1. As for the frontier orbital gap (spin up / spin down): 0.264 / 0.264 Eh. The HOMO energy (spin up / spin down) comes out at -3.506 / -3.506 eV.

Here are the Löwdin charges for atoms 1 to 2, given in e:
1 S 0.303
2 N -0.672

=====

Entry 2:
Formula: CHN4S3
Source: OMol25
Level of theory: wB97M-V/def2-TZVPD

XYZ file:
```
9
Properties=species:S:1:pos:R:3:forces:R:3
C -0.583 0.445 0.478 1.1986 -0.7755 -0.2413
N -1.843 0.762 0.371 0.0478 0.3046 0.3889
N -2.285 0.086 -0.686 -1.1259 0.3043 -1.2465
N -1.365 -0.566 -1.268 -0.5454 -1.7794 -0.8743
N -0.276 -0.476 -0.519 0.3853 2.2103 1.6564
S 0.544 1.141 1.555 0.7036 -0.0961 0.9321
S 2.727 -0.305 -0.331 0.2686 0.4678 0.0767
S 1.115 -1.486 -0.565 -0.3514 -0.7332 -0.1560
H 1.965 0.399 0.965 -0.5814 0.0970 -0.5359
```
Forces are in eV/Å.

Its charge is -1. As for the frontier orbital gap: 0.277 Eh. The HOMO energy comes out at -4.197 eV.

Here are the Löwdin charges for atoms 1 to 2, given in e:
1 C -0.909
2 N -0.033

=====

Entry 3:
Formula: CHN5O
Source: OMol25
Level of theory: wB97M-V/def2-TZVPD

XYZ file:
```
8
Properties=species:S:1:pos:R:3:forces:R:3
C -2.266 -0.182 0.268 2.6115 2.4404 -1.7022
N -1.402 0.526 -0.150 -1.6364 -4.1551 2.6742
N -0.463 1.326 -0.242 -1.2271 2.3319 -1.0974
N 0.850 1.206 -0.117 1.6947 1.2307 0.4075
N 2.116 -0.758 0.199 -0.0905 -1.2642 3.1955
N 1.546 0.204 -0.219 -1.4838 0.1368 -2.0748
O 2.778 -1.648 -0.260 0.6620 -0.3303 -1.3546
H -3.159 -0.674 0.521 -0.5303 -0.3903 -0.0481
```
Forces are in eV/Å.

Its charge is 0. As for the frontier orbital gap (spin up / spin down): 0.276 / 0.276 Eh. The HOMO energy (spin up / spin down) comes out at -8.125 / -8.129 eV.

Here are the Löwdin charges for atoms 1 to 2, given in e:
1 C 0.187
2 N -0.059

=====

Entry 4:
Formula: CHNO
Source: OMol25
Level of theory: wB97M-V/def2-TZVPD

XYZ file:
```
4
Properties=species:S:1:pos:R:3:forces:R:3
N 0.744 1.248 0.736 -0.1450 -0.5247 -0.2972
C 0.140 0.409 0.220 -0.5184 0.1937 0.0360
O -0.687 -0.449 -0.337 0.1917 1.2661 0.6338
H -0.197 -1.208 -0.620 0.4718 -0.9351 -0.3727
```
Forces are in eV/Å.

Its charge is 0. As for the frontier orbital gap: 0.427 Eh. The HOMO energy comes out at -11.495 eV.

Here are the Löwdin charges for atoms 1 to 2, given in e:
1 N 0.143
2 C -0.369

=====

Entry 5:
Formula: CHNO2S
Source: OMol25
Level of theory: wB97M-V/def2-TZVPD

XYZ file:
```
6
Properties=species:S:1:pos:R:3:forces:R:3
C -1.768 -0.248 0.068 -5.6020 -0.8186 0.5450
N -0.735 -0.337 -0.489 4.8235 0.8940 -0.4117
O -2.944 -0.362 0.330 2.5443 0.7285 0.3328
O 2.397 1.209 0.404 -1.2521 0.4997 -0.0898
S 1.370 0.541 -0.412 0.5635 -2.7187 0.8438
H 1.680 -0.802 0.099 -1.0773 1.4151 -1.2200
```
Forces are in eV/Å.

Its charge is 0. As for the frontier orbital gap (spin up / spin down): 0.253 / 0.271 Eh. The HOMO energy (spin up / spin down) comes out at -10.111 / -10.325 eV.

Here are the Löwdin charges for atoms 1 to 2, given in e:
1 C -0.500
2 N -0.051

=====

Entry 6:
Formula: CHNO2S
Source: OMol25
Level of theory: wB97M-V/def2-TZVPD

XYZ file:
```
6
Properties=species:S:1:pos:R:3:forces:R:3
O 2.614 -0.839 0.078 1.4213 -0.5704 -0.7791
C 1.575 -0.341 0.033 1.7782 -0.6636 -0.1751
N 0.523 0.092 0.369 -4.5575 2.3289 0.1708
O -0.649 0.856 -0.563 4.3671 -0.2565 -0.3605
S -1.958 0.759 0.228 -2.0184 -0.7164 0.7570
H -2.104 -0.527 -0.145 -0.9907 -0.1221 0.3869
```
Forces are in eV/Å.

Its charge is 0. As for the frontier orbital gap: 0.311 Eh. The HOMO energy comes out at -9.920 eV.

Here are the Löwdin charges for atoms 1 to 2, given in e:
1 O 0.185
2 C -0.385

=====

Entry 7:
Formula: CHNO3
Source: OMol25
Level of theory: wB97M-V/def2-TZVPD

XYZ file:
```
6
Properties=species:S:1:pos:R:3:forces:R:3
C 0.992 0.234 -0.013 0.3603 1.5353 -0.1608
N -0.140 -0.449 0.429 -3.7622 0.1485 0.0905
O -2.404 -0.538 0.082 -1.5230 -1.5473 1.0872
O 1.353 1.391 0.013 -1.0262 -1.5611 -0.0358
O -1.347 -0.004 -0.204 4.2237 1.8196 -0.4163
H 1.547 -0.635 -0.306 1.7273 -0.3950 -0.5647
```
Forces are in eV/Å.

Its charge is 0. As for the frontier orbital gap (spin up / spin down): 0.333 / 0.353 Eh. The HOMO energy (spin up / spin down) comes out at -11.339 / -11.145 eV.

Here are the Löwdin charges for atoms 1 to 2, given in e:
1 C -0.324
2 N 0.176

=====

Entry 8:
Formula: CHNO3
Source: OMol25
Level of theory: wB97M-V/def2-TZVPD

XYZ file:
```
6
Properties=species:S:1:pos:R:3:forces:R:3
C -0.237 0.783 0.206 2.7139 -1.6599 -2.1540
N 0.043 -0.126 -1.065 -3.9147 8.0259 -0.6272
O 0.665 1.239 0.817 -0.6452 0.3316 0.2271
O 0.329 -1.515 0.496 -0.9070 -1.2524 4.3401
O 0.487 -1.219 -0.725 4.3127 -6.1641 -2.3462
H -1.286 0.838 0.271 -1.5598 0.7190 0.5601
```
Forces are in eV/Å.

Its charge is 0. As for the frontier orbital gap (spin up / spin down): 0.365 / 0.281 Eh. The spin multiplicity is 3. The HOMO energy (spin up / spin down) comes out at -9.448 / -10.582 eV.

Here are the Löwdin charges for atoms 1 to 2, given in e:
1 C -0.216
2 N 0.073

=====

How do the records compare in molecular weight? In the order shown, they have 133.2; 165.2; 99.1; 43.0; 91.1; 91.1; 75.0; 75.0 g mol⁻¹.
How do the records compare in energy relative to the best compared isomer or geometry (same formula, charge and spin)? In the order shown, they have 255.0; 0.0; 1122.1; 108.5; 228.6; 280.6; 522.8; 561.4 kJ/mol.